Record 1
Computed, not measured: a single C4H6O2 molecule, with ωB97M-V/def2-TZVPD.

The total energy is -8337.004 eV. The value obtained for the energy relative to the best compared isomer or geometry (same formula, charge and spin) is 333.6 kJ/mol.

The geometry in ORCA input format:
```
! wB97M-V def2-TZVPD RIJCOSX def2/J DEFGRID3
* xyz 0 1
O 1.19 0.99 -0.58
C -0.22 -1.44 -0.02
H -1.72 -0.12 -1.03
H -0.88 -2.28 -0.23
O -0.82 0.95 0.47
C 0.47 0.24 -1.37
C 0.48 1.38 0.64
H 0.70 -1.62 -0.60
H 0.54 2.47 0.71
H 0.98 0.90 1.49
C -0.75 -0.08 -0.52
H 0.03 -1.39 1.04
*
```

Record 2
Computed, not measured: a 12-piece molecular cluster, C21H42Cl12F6O15P overall in a non-equilibrium geometry, with ωB97M-V/def2-TZVPD.

The total energy is -229043.018 eV. The value obtained for the energy relative to the best compared isomer or geometry (same formula, charge and spin) is 0.0 kJ/mol.

The geometry in ORCA input format:
```
! wB97M-V def2-TZVPD RIJCOSX def2/J DEFGRID3
* xyz -1 1
H 1.03 0.10 -3.42
O 6.14 0.42 -0.50
C -3.68 -0.38 3.97
Cl -4.02 -1.98 4.66
H -2.42 6.71 -6.11
Cl -1.34 4.20 1.62
H 2.19 5.49 -6.24
H -0.72 -3.49 -2.23
Cl 2.06 3.55 0.91
C -4.90 -1.70 -0.71
O -1.25 -7.17 1.53
H 2.38 -1.06 3.84
C 0.00 -1.07 5.78
H -1.10 -8.90 0.44
H -1.25 -3.20 2.37
H 0.05 -8.84 1.67
F -1.66 -0.86 -1.34
H 2.60 0.67 -2.88
O 1.66 1.89 -4.26
H -2.99 7.28 -4.61
O -0.84 4.40 -3.04
H 0.25 -7.83 0.22
C -0.36 4.26 -1.69
C 1.61 0.99 -3.17
C 7.53 0.59 -0.40
C 1.50 -0.44 4.06
H 8.13 0.17 -1.21
H -4.35 -2.09 -1.55
F -2.36 -0.09 0.72
O -0.09 -1.10 7.10
H -3.15 2.98 2.60
H 7.91 0.03 0.47
Cl 3.12 1.05 1.95
F -0.71 1.02 -0.44
C -0.65 -6.00 1.72
Cl -3.98 1.58 -4.08
C 2.15 5.19 -5.19
C 2.04 3.13 -4.04
H 1.23 5.66 -4.85
F -1.19 -2.03 0.56
C -0.47 -8.18 0.97
H 0.61 4.74 -1.61
Cl -4.91 0.07 2.75
Cl 1.33 -4.46 -1.80
O -1.46 -5.25 2.46
H -3.77 5.92 -5.22
H -4.38 -1.92 0.21
C -2.23 1.29 -3.80
H 0.74 -0.67 3.32
P -0.94 -0.50 0.06
O 2.41 3.59 -3.00
Cl -6.53 -2.43 -0.51
H -1.88 2.02 -3.09
H 0.15 -4.02 3.15
H 1.82 0.60 4.00
H 2.53 1.62 -0.30
C -2.17 2.74 2.21
O -2.80 5.40 -2.58
H -2.77 -0.37 3.39
F -0.27 -0.21 1.53
C 3.70 -2.01 -0.60
C -0.43 -4.36 -1.64
H -1.37 -1.29 8.69
C -2.77 6.34 -5.15
Cl -5.03 0.05 -0.78
C 5.72 -0.82 -0.63
H 3.59 -2.49 -1.58
H -2.16 0.26 -3.48
C -1.89 5.16 -3.32
F 0.49 -0.90 -0.58
H -0.75 -4.03 -0.66
O 6.39 -1.80 -0.68
H 3.10 5.57 -4.80
H 1.04 1.39 -2.34
H 2.65 -1.76 -0.41
O -0.86 -1.39 5.02
H -1.30 -2.68 7.56
C -0.93 -4.03 2.98
O 0.43 -5.66 1.34
H -1.44 -3.89 3.94
O 4.41 -0.78 -0.71
O 2.02 3.79 -5.19
Cl -1.35 -5.79 -2.17
Cl -1.37 1.46 -5.35
O 1.18 -0.61 5.45
H -3.77 0.30 4.80
H -2.39 2.08 1.38
H -2.15 -1.20 7.07
Cl -1.14 1.87 3.35
H 7.83 1.61 -0.18
C 2.12 1.78 0.70
H 1.11 1.44 0.87
H -0.29 3.20 -1.49
H 4.10 -2.64 0.19
C -1.31 -1.59 7.65
H -1.08 4.74 -1.03
O -1.76 5.57 -4.58
*
```

Record 3
Computed, not measured: a 15-piece molecular cluster, C4H42N2O14 overall in a non-equilibrium geometry, with ωB97M-V/def2-TZVPD.

The total energy is -36444.857 eV. As for the expectation value of S²: 0.757.

The geometry in ORCA input format:
```
! wB97M-V def2-TZVPD RIJCOSX def2/J DEFGRID3
* xyz 3 2
H -1.61 3.01 2.71
H -1.79 0.63 -1.54
H 2.85 0.53 -0.37
H 1.54 2.38 -2.91
H -0.29 -1.39 -2.38
H 0.03 -0.52 -4.65
H -0.20 3.43 0.40
C -2.42 -0.42 0.20
C -1.37 -0.11 -0.92
H -3.11 -0.34 2.84
H 1.51 -2.71 1.43
N -1.21 -1.38 -1.87
H -1.70 2.13 1.45
H 1.77 -2.18 -1.20
O 0.93 -2.62 -1.44
O 2.99 0.08 1.42
H 2.39 1.11 -2.24
H -0.63 -4.03 0.81
C -1.97 -1.34 1.50
O -1.44 -3.75 0.37
O 0.84 1.02 2.79
H 0.00 1.40 -0.39
O 1.30 3.35 1.49
H -2.87 0.52 0.54
H 0.85 -4.02 2.73
H -3.09 -1.21 -0.14
H 0.77 2.01 2.62
H 0.67 0.54 -3.69
C -0.07 0.30 -0.35
H -2.12 -4.41 0.53
O 3.00 0.37 -1.33
H 1.84 3.66 2.20
N -2.09 -0.50 2.73
O -1.77 2.10 2.47
H -1.56 0.43 2.72
O -1.11 3.09 0.33
O 1.88 1.44 -2.99
H 0.27 0.09 0.64
H 0.89 -3.50 -1.05
H 3.81 0.11 1.87
H 1.20 4.67 -1.26
H -3.46 0.96 -3.87
H 2.48 -1.53 1.21
O 1.97 -2.23 0.69
O -0.14 -0.03 -3.82
H -1.29 -2.33 -1.50
H 2.32 0.61 1.92
H 0.38 0.88 3.66
O 1.61 3.81 -1.16
H 3.59 -0.39 -1.23
H -2.56 -2.26 1.62
H -1.01 -1.65 1.29
H -1.73 3.63 -0.14
H -1.76 -1.07 3.53
H -2.02 0.13 -3.92
O 0.82 -4.32 1.84
H 1.78 3.50 0.65
O -2.85 0.28 -3.39
H 2.51 3.97 -1.30
H 1.67 -4.68 1.54
H -1.98 -1.22 -2.64
H 0.76 -0.05 -1.05
*
```

Record 4
Computed, not measured: a 6-piece molecular cluster, H12O6 overall in a non-equilibrium geometry, with ωB97M-V/def2-TZVPD.

The total energy is -12479.912 eV. The value obtained for the energy relative to the best compared isomer or geometry (same formula, charge and spin) is 116.0 kJ/mol. As for the SMILES: O.O.O.O.O.O.

The geometry in ORCA input format:
```
! wB97M-V def2-TZVPD RIJCOSX def2/J DEFGRID3
* xyz 0 1
H -2.94 0.31 -0.11
H 0.02 1.26 2.60
O 2.51 -0.28 0.63
O -3.85 0.22 0.21
O 0.44 -2.29 -0.98
H -4.18 1.10 0.18
H 1.17 -2.91 -0.90
H 3.11 -0.88 0.25
H -0.75 0.53 0.07
H 1.75 0.78 -0.60
H 0.96 1.24 -1.81
O -1.08 0.21 -0.75
H -0.65 -0.63 -0.80
H 1.74 -0.73 0.99
O 1.66 1.46 -1.26
O -0.08 1.32 1.65
H 0.55 2.03 1.39
H -0.38 -2.75 -0.78
*
```

Record 5
Computed, not measured: C19H27N7PdS as an isolated structure, with ωB97M-V/def2-TZVPD.

The total energy is -44844.886 eV. As for the expectation value of S²: 6.098.

The geometry in ORCA input format:
```
! wB97M-V def2-TZVPD RIJCOSX def2/J DEFGRID3
* xyz 4 5
C -1.97 3.15 2.77
H -4.94 -4.69 -0.70
N 4.00 -0.22 1.74
H -3.26 -0.30 -1.67
H -2.53 -1.50 0.87
C 1.66 1.93 6.30
C -1.07 2.28 2.20
H 0.72 5.22 5.86
H 2.11 1.29 7.04
C -1.71 -3.90 -1.41
N -0.18 -2.39 -0.04
C 0.39 3.67 4.46
H 0.78 -2.72 -0.03
H 4.59 -0.54 0.98
H -0.64 -2.88 0.71
H 0.04 -2.92 -2.06
C -1.50 -1.45 -1.94
C 2.73 0.07 1.56
N 2.01 0.55 2.55
H -4.66 -2.14 -0.74
Pd -0.23 -0.04 0.40
N -2.47 -0.72 0.22
C -2.93 3.76 1.96
H 1.36 0.38 4.90
H -3.02 -3.65 0.30
C 0.10 1.75 2.92
S 2.10 -0.11 -0.11
C 0.59 2.28 4.15
H -3.16 -0.05 0.54
H -1.95 3.36 3.83
H -4.13 -4.92 -2.12
H -1.84 -4.18 -2.46
C -2.96 3.46 0.61
H -3.65 3.94 -0.06
C 1.46 3.31 6.58
H -4.01 -2.45 -2.34
H 4.43 -0.11 2.65
N -1.15 1.93 0.90
C -3.09 -3.64 -0.79
H -2.08 2.22 -0.91
C 0.83 4.17 5.64
H 1.80 3.71 7.52
H -0.82 -0.59 -1.91
H -1.23 -4.75 -0.92
C -2.06 2.51 0.13
H -0.05 4.33 3.73
C -0.78 -2.68 -1.40
N 0.76 0.81 2.22
N -4.00 -4.81 -1.11
C -2.78 -1.15 -1.19
H -1.72 -1.60 -3.00
C 1.25 1.43 5.10
H -3.63 -5.70 -0.76
H -3.64 4.46 2.38
C -3.74 -2.34 -1.28
*
```

Record 6
Computed, not measured: C2H3F4OYb as an isolated structure, with ωB97M-V/def2-TZVPD.

The total energy is -46564.344 eV. The value obtained for the energy relative to the best compared isomer or geometry (same formula, charge and spin) is 0.0 kJ/mol.

The geometry in ORCA input format:
```
! wB97M-V def2-TZVPD RIJCOSX def2/J DEFGRID3
* xyz 1 1
F 1.94 -0.15 0.41
F 1.29 1.55 -0.71
H 0.37 -1.61 -1.22
F -1.55 -0.48 3.35
H -0.03 -0.11 -2.17
C 0.95 0.68 0.21
Yb -1.75 0.56 1.65
O -0.25 0.04 -0.11
F 0.68 1.37 1.35
C -0.31 -0.76 -1.33
H -1.34 -1.10 -1.42
*
```

Record 7
Computed, not measured: C11H14FeNO4 as an isolated structure in a non-equilibrium geometry, with ωB97M-V/def2-TZVPD.

The total energy is -55694.475 eV. As for the expectation value of S²: 6.062.

The geometry in ORCA input format:
```
! wB97M-V def2-TZVPD RIJCOSX def2/J DEFGRID3
* xyz -1 5
C 1.09 1.76 3.00
C 2.18 3.70 1.53
C -0.76 -1.31 -0.92
H 0.20 0.04 -2.29
C -0.96 0.35 1.73
H -0.66 2.41 1.08
O -4.04 -3.16 -1.81
C -2.08 -0.50 1.04
H -1.30 -4.11 -0.51
H -2.74 0.12 0.39
C -1.58 -1.64 0.16
N -2.86 -2.89 -0.91
C -0.30 1.39 0.84
H -1.46 0.86 2.57
H -3.33 -2.52 -0.07
H -4.22 -2.28 -2.20
H -0.24 -0.36 2.16
O 1.12 1.36 4.09
C -0.20 1.19 -0.57
O 4.26 0.93 1.86
H -2.64 -4.91 -1.42
H 0.02 2.10 -1.15
H -2.72 -0.90 1.84
C 3.20 1.21 1.48
H -1.33 -2.53 0.74
O 2.67 4.63 2.03
Fe 1.63 2.05 1.32
H -2.84 -4.59 0.33
H -0.56 -2.11 -1.65
C -2.39 -4.23 -0.60
C -0.23 -0.04 -1.28
*
```

Record 8
Computed, not measured: a 8-piece molecular cluster, C4H24NO9 overall in a non-equilibrium geometry, with ωB97M-V/def2-TZVPD.

The total energy is -24448.303 eV. The value obtained for the energy relative to the best compared isomer or geometry (same formula, charge and spin) is 216.3 kJ/mol.

The geometry in ORCA input format:
```
! wB97M-V def2-TZVPD RIJCOSX def2/J DEFGRID3
* xyz 1 1
O -1.84 -1.75 -0.03
C 0.51 0.22 0.25
O 3.14 0.20 -1.40
O 3.90 -0.72 1.04
H -3.29 -0.22 -2.01
H -0.64 -0.14 0.03
C 1.24 -1.10 0.39
H 3.45 -0.05 1.54
H -3.96 -0.06 1.63
N 0.96 1.00 -0.98
H 3.49 -0.49 -0.76
H -0.93 2.91 1.98
H -1.40 1.64 0.69
O 1.81 1.69 1.55
H 0.37 1.80 -0.99
H 1.94 2.62 1.75
H 1.25 -1.47 1.43
H 1.94 1.37 -0.81
H 0.39 0.61 2.42
O 1.77 -1.57 -0.58
H 3.75 0.44 -2.09
H -4.68 -1.29 1.39
H -0.21 2.95 0.42
H -1.38 -2.56 -0.29
H 0.92 0.40 -1.84
H -2.51 -1.71 0.66
C 0.53 1.18 1.48
H -1.71 3.13 -2.41
O -1.33 2.30 -2.10
O -0.35 -4.27 -0.71
H 4.77 -0.99 1.37
O -3.90 -1.00 1.86
H -2.10 1.75 -1.69
H 0.53 -4.00 -1.04
C -0.57 2.21 1.19
H -2.24 -0.39 -0.79
H -0.83 -4.87 -1.27
O -2.83 0.23 -1.28
*
```

Record 9
Computed, not measured: C23H53NReS2Si5Te as an isolated structure, with ωB97M-V/def2-TZVPD.

The total energy is -96688.885 eV. The value obtained for the energy relative to the best compared isomer or geometry (same formula, charge and spin) is 6.3 kJ/mol. As for the expectation value of S²: 0.757.

The geometry in ORCA input format:
```
! wB97M-V def2-TZVPD RIJCOSX def2/J DEFGRID3
* xyz 0 2
H -1.40 -0.16 2.90
Si 0.29 1.26 1.72
C -2.24 1.93 -4.18
C 4.28 -1.29 -0.83
H 4.24 -0.13 1.73
S -1.19 -2.45 1.56
H -4.16 -0.28 4.37
Te 0.55 -0.26 -2.77
C -6.30 -2.35 2.96
H 5.41 0.81 -4.06
H -5.72 -0.54 1.00
H 0.24 -1.67 4.06
H 2.68 -0.18 -4.31
H 1.83 -1.77 4.81
Si 2.10 -1.20 2.43
C 2.58 -0.62 -3.31
H 1.84 1.92 3.59
H 0.42 2.93 -0.13
H 4.43 -1.01 3.24
C -2.98 -0.10 -0.86
H 2.67 1.72 -1.00
C 3.76 -0.35 2.69
H 1.07 3.32 2.83
H -0.93 1.82 -0.43
C -4.28 0.04 -0.46
C 1.22 -1.20 4.11
H 4.54 -2.26 -1.25
H 2.02 0.24 0.51
H 0.50 2.41 -2.22
H -2.72 -1.28 4.44
C 0.11 1.62 -6.14
C -2.53 -1.57 0.92
H -0.64 4.77 -3.73
C 5.52 0.07 -3.27
H -2.76 -4.15 3.35
H -0.54 1.90 -6.97
H -4.96 0.67 -1.01
H 3.68 0.58 3.25
H -1.00 4.67 -5.46
C -3.84 -1.48 1.40
C -0.35 4.29 -4.67
C 3.65 1.67 -1.47
H 3.13 -3.07 1.15
H -6.68 -2.80 3.88
H 1.11 -0.20 4.52
H -1.09 3.09 0.78
H -2.34 0.86 -4.04
H 0.67 4.61 -4.90
C 2.48 -3.00 2.02
H 0.10 0.53 -6.06
H 2.63 -1.71 -3.44
N -2.12 -0.88 -0.18
Si -0.46 2.42 -4.54
Si -4.43 -2.33 2.99
Si 3.99 -0.04 -2.19
C -3.82 -4.10 3.13
H 1.12 1.94 -6.39
H 5.73 -0.90 -3.74
H -6.68 -2.95 2.13
H -4.14 -1.72 5.39
H 3.00 -3.44 2.87
C 0.67 1.86 -3.15
H 6.40 0.34 -2.67
C 1.20 -0.27 1.04
S 0.89 -2.99 -1.17
C -1.16 0.90 2.87
H -0.92 1.20 3.90
H -2.58 0.41 -1.73
H 3.39 -1.43 -0.21
H -2.05 1.45 2.57
H 4.40 1.91 -0.72
H -2.88 2.20 -5.02
C 1.53 2.35 2.63
H 5.11 -0.96 -0.20
H 1.71 2.04 -3.43
H 1.59 -3.60 1.81
Re -0.06 -1.29 -0.29
C -4.70 -0.65 0.68
H -4.36 -4.59 3.95
C -0.39 2.37 0.35
H -2.62 2.45 -3.30
H -4.01 -4.66 2.22
C -3.81 -1.31 4.43
H 2.43 2.52 2.04
H -6.74 -1.35 2.89
H 3.69 2.45 -2.24
*
```

Record 10
Computed, not measured: a single C4HN3O molecule in a non-equilibrium geometry, with ωB97M-V/def2-TZVPD.

The total energy is -10677.602 eV. The value obtained for the energy relative to the best compared isomer or geometry (same formula, charge and spin) is 227.1 kJ/mol. As for the SMILES: N#CC1=NC(=O)C=N1.

The geometry in ORCA input format:
```
! wB97M-V def2-TZVPD RIJCOSX def2/J DEFGRID3
* xyz 0 1
C 0.24 -1.60 -1.47
N 0.22 -0.86 0.95
N -0.19 0.55 -0.96
C 0.21 0.32 1.36
C -0.16 1.48 0.28
O -0.61 2.65 0.27
H 0.13 0.44 2.59
C 0.03 -0.55 -0.61
N 0.13 -2.44 -2.39
*
```

Record 11
Computed, not measured: AgF2H8O4 as an isolated structure, with ωB97M-V/def2-TZVPD.

The total energy is -17746.298 eV. The value obtained for the energy relative to the best compared isomer or geometry (same formula, charge and spin) is 569.7 kJ/mol. As for the expectation value of S²: 0.777.

The geometry in ORCA input format:
```
! wB97M-V def2-TZVPD RIJCOSX def2/J DEFGRID3
* xyz 0 2
H 0.72 -3.68 -2.47
F -1.46 2.97 -2.00
O 3.23 1.31 -1.88
H -4.32 -1.88 1.12
H 0.05 3.15 3.49
H 3.05 2.03 -2.48
O 0.20 -2.88 -2.59
O 0.18 2.25 3.21
H 0.97 1.96 3.66
H 4.12 1.48 -1.56
Ag -0.06 -0.01 0.10
F 1.83 -2.39 2.74
H -0.04 -2.89 -3.52
O -3.88 -1.03 1.04
H -4.58 -0.39 1.14
*
```